No. 1
An isolated molecule of C11H18BrF3O2S, computed with ωB97M-V with the def2-TZVPD basis set.

Each line ends with the Mulliken charge.
Geometry (Å):
C -3.07377 -2.90318 -0.56827  -1.023
C -3.34398 -1.40130 -0.55979  -0.270
S -2.59353 -0.50716 0.83011  -0.151
C -0.82937 -0.78548 0.47381  -1.495
C -0.00211 0.49585 0.56490  0.827
C 1.50713 0.25723 0.32940  -0.974
C 2.11382 -1.12418 0.63444  -1.012
C 2.41406 -1.92155 -0.60492  0.702
F 3.33435 -1.30700 -1.37517  -0.280
F 2.90463 -3.13329 -0.29949  -0.296
F 1.33118 -2.11729 -1.38424  -0.238
O -0.25011 1.11295 1.87295  -0.342
C 0.47952 0.72510 2.93208  0.064
O 0.74571 -0.40172 3.21208  -0.429
C -0.51112 1.61522 -0.37292  -0.559
Br -0.71320 0.95308 -2.18882  -0.100
C 0.32141 2.91526 -0.29517  -0.515
C 1.23048 3.27229 -1.46896  -1.277
H -2.03789 -3.11823 -0.29798  0.276
H -3.71462 -3.42136 0.14579  0.299
H -3.23736 -3.31197 -1.56760  0.320
H -4.41080 -1.20150 -0.44115  0.418
H -3.00953 -0.93445 -1.48722  0.190
H -0.46401 -1.50575 1.20055  0.561
H -0.74692 -1.22357 -0.51894  0.588
H 2.07263 1.01302 0.87586  0.554
H 1.68328 0.47055 -0.72818  0.408
H 1.52096 -1.72893 1.31448  0.386
H 3.08384 -0.98420 1.11596  0.424
H 0.80485 1.58417 3.53462  0.408
H -1.52448 1.83561 -0.04996  0.821
H 0.90363 2.88952 0.62712  0.321
H -0.39184 3.73374 -0.17251  0.354
H 1.83166 4.14348 -1.19795  0.400
H 0.65068 3.54473 -2.35010  0.353
H 1.92086 2.47033 -1.73482  0.289

Values from the calculation:
**LUMO level**: 0.554 eV
**Kohn-Sham gap**: 9.21 eV
**Net charge**: 0


No. 2
A structure of composition C11H18BrN5O3V, computed with ωB97M-V with the def2-TZVPD basis set.

Each line ends with the Mulliken spin population.
Geometry (Å):
V -0.43646 1.74864 2.20253  1.214
O -1.98872 0.64863 7.82669  -0.008
C -1.69704 0.73181 6.58810  -0.004
C -2.09286 -0.19764 5.58097  -0.016
C -1.75736 0.02572 4.26950  0.015
N -1.01752 1.09091 3.90119  -0.041
C -0.57585 1.92540 4.85883  0.008
Br 0.59042 3.20592 3.90753  -0.039
C -0.88410 1.85268 6.17484  -0.004
H -2.52865 -0.10315 8.15181  0.000
H -2.66929 -1.07620 5.84402  0.000
H -2.08001 -0.65754 3.48293  -0.001
H -0.54354 2.55513 6.92720  0.000
N -0.12633 2.40369 0.04564  -0.011
C 0.03612 1.12960 -0.67890  -0.022
C 0.71151 1.26725 -2.07257  -0.003
C 1.70034 0.20609 -2.58708  -0.001
C 1.21237 -1.21276 -2.90626  0.000
N 0.65684 -1.34051 -4.21809  0.000
C 0.54767 -2.45595 -5.00583  0.000
N 1.02898 -3.62596 -4.64145  0.000
N -0.09069 -2.31318 -6.15804  0.000
C 0.74727 0.15819 0.32460  0.002
O 1.37641 -0.79472 0.02816  -0.025
O 0.40813 0.58805 1.52966  -0.068
H -0.86225 2.98170 -0.38447  0.001
H 0.73789 2.96227 -0.01803  0.010
H -0.96606 0.68036 -0.79773  -0.001
H 1.27881 2.20301 -2.07374  0.000
H -0.09104 1.37597 -2.80784  -0.001
H 2.50639 0.09700 -1.85673  -0.001
H 2.15080 0.62513 -3.49169  0.000
H 0.48783 -1.54737 -2.14351  0.000
H 2.06807 -1.89666 -2.80119  0.000
H 0.36501 -0.47678 -4.66394  0.000
H 1.54193 -3.81048 -3.79001  0.000
H 0.92410 -4.42615 -5.25768  0.000
H -0.46764 -1.43500 -6.49075  0.000
H -0.20147 -3.09310 -6.79866  0.000

Values from the calculation:
**2S+1**: 2
**LUMO level (spin up / spin down)**: -16.980 / -16.287 eV
**Kohn-Sham gap (spin up / spin down)**: 3.32 / 4.02 eV
**Net charge**: +4


No. 3
A structure of composition C11H18Cl2HfO4, computed with ωB97M-V with the def2-TZVPD basis set.

Each line ends with the Mulliken charge.
Geometry (Å):
C 0.25880 -1.13419 -2.28870  0.175
C 1.12722 -0.01140 -2.46004  0.176
C 0.30490 1.17679 -2.54387  0.887
C 2.57950 0.04716 -2.37295  -0.834
C -1.06497 0.75123 -2.49449  0.067
C -1.07920 -0.66308 -2.29944  0.883
C -2.27971 -1.47158 -2.06879  -1.745
C 0.68232 -2.52620 -2.14768  -1.513
C 0.76398 2.56775 -2.58242  -1.739
C -2.25187 1.63570 -2.55225  -1.374
Hf 0.66066 -0.30330 1.24599  1.492
Cl 2.49204 1.35360 0.23578  -0.634
Cl 2.60355 -1.75009 0.90871  -0.577
O -0.26158 1.29225 0.59139  -0.576
H 3.02190 -0.91334 -2.14496  0.355
H 2.84435 0.68631 -1.47135  0.051
H 3.00310 0.62917 -3.19221  0.269
H 1.71353 2.68705 -2.03859  0.279
H 0.01310 3.27862 -2.21010  0.366
H 0.93656 2.82686 -3.63553  0.265
H -2.03531 2.60853 -2.05859  0.278
H -3.15555 1.16050 -2.11815  0.337
H -2.52291 1.87427 -3.59658  0.223
H -3.05319 -0.91401 -1.50967  0.320
H -2.05745 -2.39552 -1.50990  0.327
H -2.73583 -1.79405 -3.02071  0.239
H 1.66992 -2.65096 -1.68677  0.314
H 0.72357 -2.98699 -3.14238  0.250
H -0.01294 -3.11974 -1.55129  0.319
H -1.08006 1.81205 0.49743  0.193
O -0.74822 -1.64846 1.07825  -0.623
H -1.07772 -2.50897 1.32055  0.191
O 0.61892 1.74844 4.76892  -0.539
C 0.05786 0.74078 4.32476  0.123
O 0.36435 0.10363 3.19803  -0.517
H -0.74662 0.30311 4.93807  0.290

Values from the calculation:
**Energy above the lowest of the compared OMol25 structures with the same formula, charge and spin**: 93.8 kJ/mol
**LUMO level**: 5.022 eV
**Kohn-Sham gap**: 4.20 eV
**Net charge**: -2


No. 4
A cluster of 2 separate species, C11H18F2NO3S2 in total, computed with ωB97M-V with the def2-TZVPD basis set.

Each line ends with the Mulliken charge.
Geometry (Å):
C 0.25013 1.59440 -3.80220  -0.989
C 1.64602 1.79965 -3.09275  -0.643
C 1.81218 0.92581 -1.77206  0.153
F 0.63020 0.76747 -1.08380  -0.184
S 2.58925 -0.67220 -2.30923  0.312
F 4.19124 -0.53216 -2.03419  -0.197
C 2.01943 -2.07378 -1.27317  0.590
C 1.96294 -3.35449 -1.95533  -0.359
C 1.54863 -4.51508 -1.13770  -0.321
C 1.25695 -4.26483 0.28427  -0.541
C 1.36694 -2.87658 0.75382  -0.055
N 1.73726 -1.79651 0.03545  -0.352
H 0.08273 2.45168 -4.51327  0.367
H -0.58859 1.61938 -3.06478  0.273
H 0.28228 0.64846 -4.40593  0.282
H 1.87787 2.88270 -2.89876  0.394
H 2.42992 1.45866 -3.83550  0.385
H 2.59327 1.46762 -1.16143  0.372
H 2.22323 -3.46075 -3.03127  0.357
H 1.48172 -5.53373 -1.59264  0.389
H 0.96964 -5.12127 0.93204  0.372
H 1.11185 -2.69358 1.83076  0.380
O -0.99602 2.31900 1.16430  -0.656
S -1.62741 1.13376 1.66810  1.198
O -2.80600 0.58983 1.06265  -0.636
O -1.88940 1.31546 3.24026  -0.262
C -2.66513 2.44322 3.67679  -0.320
C -4.14013 2.27337 3.36542  -1.001
C -0.42506 -0.14894 1.77012  -0.963
H -2.27305 3.36571 3.24121  0.314
H -2.53220 2.51492 4.75669  0.275
H -4.31843 2.25447 2.28967  0.318
H -4.72037 3.09621 3.78540  0.389
H -4.51202 1.33052 3.77080  0.265
H 0.47052 0.23591 2.25486  0.413
H -0.19729 -0.45848 0.75389  0.241
H -0.84308 -0.98583 2.32752  0.438

Values from the calculation:
**LUMO level**: -5.508 eV
**Kohn-Sham gap**: 7.38 eV
**Net charge**: +1


Look up the net charge of the second one.
+4